{"formula": "C6H38O14", "method": "wB97M-V/def2-TZVPD", "elements": ["C", "O", "C", "C", "C", "C", "C", "H", "H", "H", "H", "H", "H", "H", "H", "H", "H", "H", "H", "H", "H", "O", "H", "H", "O", "H", "H", "O", "H", "H", "O", "H", "H", "O", "H", "H", "O", "H", "H", "O", "H", "H", "O", "H", "H", "O", "H", "H", "O", "H", "H", "O", "H", "H", "O", "H", "H", "O"], "xyz": [[0.0501, 0.1067, -2.5450], [-1.1252, 0.1666, -1.7533], [0.5259, 1.4741, -3.0023], [-0.2023, 2.7064, -2.5419], [0.2718, 3.5832, -1.4656], [0.9706, 3.0606, -0.4383], [1.4932, 3.7723, 0.8120], [-0.0437, -0.6349, -3.3102], [0.8364, -0.3718, -1.8553], [-1.6748, 0.7847, -2.2754], [0.8154, 1.3177, -4.0896], [1.6143, 1.6641, -2.6456], [-1.2310, 2.4956, -2.1340], [-0.4517, 3.3609, -3.5108], [-0.1246, 4.5923, -1.7415], [1.3284, 2.0282, -0.4680], [1.8604, 4.7804, 0.6096], [0.7945, 3.8481, 1.6149], [2.3910, 3.2143, 1.0608], [-2.3368, -3.9491, 1.4259], [-1.6799, -3.9017, 2.8634], [-1.8925, -4.4362, 2.1153], [-2.6504, 0.8000, 0.2243], [-3.6373, 1.9921, 0.7376], [-3.4233, 1.4070, -0.0569], [-0.9942, -0.6920, 2.2029], [0.4682, -0.4134, 2.4854], [-0.3175, -0.8231, 2.9071], [-1.3496, -0.3638, 0.0626], [-2.5678, -1.3995, 0.2661], [-1.9890, -0.6697, 0.7216], [-3.3234, -3.1698, -0.7998], [-1.8430, -2.7412, -0.6306], [-2.6617, -2.9542, -0.1291], [2.8242, -3.6551, -2.7785], [2.4092, -3.1015, -1.4577], [2.3512, -3.8983, -1.9930], [3.1147, 2.7850, -2.2925], [3.2288, 2.5434, -3.8447], [3.5305, 2.2982, -2.9872], [-0.9750, 0.6453, 4.6999], [-2.1315, -0.3149, 4.2766], [-1.9068, 0.4806, 4.8920], [2.2024, -1.9511, 1.7305], [3.0521, -1.0916, 2.6386], [2.4580, -1.0264, 1.8642], [0.2711, -2.4696, 2.0575], [0.2015, -4.0011, 1.6898], [0.6926, -3.1920, 1.5663], [0.2801, -3.2096, -1.4766], [0.3309, -2.8034, 0.0159], [-0.0296, -2.5417, -0.8567], [2.8959, -0.7921, -0.0536], [4.1375, -1.0709, -0.9336], [3.1987, -0.9644, -0.9642], [-2.8757, 2.8434, 2.8346], [-3.5989, 1.6808, 3.7396], [-3.5624, 2.1722, 2.9167]], "gap_ev": [8.37, 4.17], "multiplicity": 2, "lumo_energy_ha": [-0.1637, -0.3182], "charge": 1, "de_lowest_kj_mol": 193.78, "s2": 0.7527, "homo_ev": [-12.8, -12.8], "total_energy_ev": -35493.55577}

***

{"formula": "C6H3Br2I", "method": "wB97M-V/def2-TZVPD", "elements": ["C", "C", "C", "C", "Br", "I", "H", "H", "C", "C", "Br", "H"], "xyz": [[-3.2949, -0.5723, -0.6268], [-2.2968, -0.0839, -0.0811], [-1.2590, 0.6646, 0.4657], [-0.5807, 1.5841, -0.0895], [0.7914, 2.4447, 1.0314], [-0.8846, 2.2648, -2.0563], [-4.1384, -0.9709, -1.0842], [-0.8476, 0.3346, 1.3734], [2.2877, -0.7935, -1.5049], [2.2592, -0.8523, -0.3082], [2.1972, -1.0692, 1.5537], [2.4638, -0.7941, -2.6140]], "gap_ev": 9.09, "lumo_energy_ha": -0.0017, "de_lowest_kj_mol": 0.00, "homo_ev": -9.1, "total_energy_ev": -154450.47372}

***

{"formula": "C6H3Br3N3O2", "method": "wB97M-V/def2-TZVPD", "elements": ["C", "C", "C", "C", "C", "C", "N", "N", "N", "O", "O", "Br", "Br", "Br", "H", "H", "H"], "xyz": [[1.5364, 1.1014, 0.7380], [1.6004, -0.8674, -0.7350], [-0.2179, 0.7223, -0.9722], [2.0237, -0.1607, 0.3565], [0.3551, 1.4637, 0.0800], [0.5246, -0.3410, -1.4446], [-2.4336, -0.7339, 0.9163], [-3.0327, -0.3231, -0.1209], [-1.9503, -1.6115, 1.5466], [-1.2943, 1.1051, -1.5224], [-1.6187, -1.9913, 2.6544], [3.6416, -0.7816, 1.2126], [-0.6230, 3.0233, 0.6392], [0.0796, -0.9789, -3.2388], [1.7895, 1.6253, 1.6435], [2.1508, -1.7038, -1.1419], [-2.5310, 0.4520, -0.6113]], "gap_ev": 7.16, "lumo_energy_ha": 0.1055, "charge": -1, "homo_ev": -4.3, "total_energy_ev": -224960.09549}

***

{"formula": "C6H3BrO", "method": "wB97M-V/def2-TZVPD", "elements": ["O", "C", "C", "C", "C", "C", "C", "Br", "H", "H", "H"], "xyz": [[2.3539, 0.5258, 0.8899], [1.4328, -0.0598, 1.2949], [0.2642, -0.7259, 1.4640], [-0.9347, -0.9418, 0.5549], [-1.2408, -0.1980, -0.5206], [-0.2566, 0.6803, -1.1581], [0.5320, 1.3962, -1.7230], [1.6448, 2.5230, -2.8585], [-0.0999, -1.1397, 2.3950], [-1.5793, -1.7484, 0.8574], [-2.1162, -0.3117, -1.1959]], "gap_ev": 8.66, "lumo_energy_ha": 0.0081, "de_lowest_kj_mol": 0.00, "homo_ev": -8.4, "total_energy_ev": -78356.10389}

***

{"formula": "C6H3Cl3", "method": "wB97M-V/def2-TZVPD", "elements": ["Cl", "C", "C", "C", "Cl", "C", "C", "Cl", "C", "H", "H", "H"], "xyz": [[2.6357, 1.6947, -0.7586], [1.1863, 0.6219, -0.3881], [1.1637, -0.1618, 0.8591], [-0.0125, -0.7587, 1.1459], [0.0641, -2.0670, 2.2635], [-1.1870, -0.6175, 0.3631], [-1.1347, 0.2104, -0.8453], [-2.5218, 0.1585, -1.8157], [0.0668, 0.8378, -1.2053], [1.9078, -0.4469, 1.6456], [-2.2691, -0.9080, 0.7821], [0.1007, 1.4367, -2.0463]], "gap_ev": 9.43, "lumo_energy_ha": 0.0014, "de_lowest_kj_mol": 62.73, "homo_ev": -9.4, "total_energy_ev": -43836.90826}

***

{"formula": "C6H3N2P", "method": "wB97M-V/def2-TZVPD", "elements": ["N", "C", "C", "C", "C", "C", "N", "C", "P", "H", "H", "H"], "xyz": [[-3.7598, -1.0084, -0.0873], [-2.6223, -0.7724, -0.1073], [-1.3418, -0.1469, 0.0607], [-0.1548, -0.6899, -0.1201], [1.0653, 0.1665, 0.1779], [2.0933, -0.4898, -0.6155], [2.8486, -1.1353, -1.1575], [1.0654, 1.6080, 0.1868], [1.0029, 3.2083, 0.2234], [-1.6279, 0.6857, 0.7898], [-0.0128, -1.5365, -0.6310], [1.4439, 0.1106, 1.2800]], "gap_ev": 9.71, "lumo_energy_ha": -0.0203, "de_lowest_kj_mol": 93.27, "homo_ev": -10.3, "total_energy_ev": -18535.09754}

***

{"formula": "C6H4", "method": "wB97M-V/def2-TZVPD", "elements": ["C", "C", "C", "C", "C", "C", "H", "H", "H", "H"], "xyz": [[-2.5794, 0.3065, 0.1389], [-1.7091, -0.6849, 0.2350], [-1.3136, 0.8679, -0.3693], [-0.1670, 0.0950, -0.7728], [-0.4386, -1.2526, -0.2437], [0.0356, 1.3369, 0.0109], [0.3947, -1.6856, 0.4999], [-0.4306, -2.1120, -1.0634], [0.3380, 2.2250, -0.6108], [0.4561, 1.1763, 1.1125]], "gap_ev": 8.37, "lumo_energy_ha": -0.0103, "de_lowest_kj_mol": 452.30, "homo_ev": -8.6, "total_energy_ev": -6277.78734}

***

{"formula": "C6H40N2O12", "method": "wB97M-V/def2-TZVPD", "elements": ["C", "C", "C", "N", "C", "N", "C", "C", "H", "H", "H", "H", "H", "H", "H", "H", "H", "H", "H", "H", "H", "H", "H", "H", "H", "H", "O", "H", "H", "O", "H", "H", "O", "H", "H", "O", "H", "H", "O", "H", "H", "O", "H", "H", "O", "H", "H", "O", "H", "H", "O", "H", "H", "O", "H", "H", "O", "H", "H", "O"], "xyz": [[2.7279, -0.9197, 1.2088], [1.3228, -1.4796, 0.8999], [1.1229, -1.6756, -0.6044], [-0.0481, -2.4959, -0.6985], [2.8463, 0.5530, 1.8129], [2.2196, 1.0240, 2.9724], [0.9004, 1.7020, 2.6045], [0.3187, 2.2618, 3.8964], [3.0597, -1.5394, 1.9856], [3.3011, -0.9520, 0.3256], [0.4318, -0.8334, 1.2453], [1.3250, -2.4777, 1.5415], [1.0110, -0.7424, -1.3333], [1.9008, -2.4305, -1.1820], [-0.9489, -2.1591, -0.2617], [0.0236, -3.2697, -0.0882], [2.7129, 1.4276, 1.0195], [3.9184, 0.6613, 1.8627], [1.9726, 0.1267, 3.3990], [0.0454, 1.1297, 2.1653], [0.9640, 2.4700, 1.8712], [1.1124, 2.2909, 4.6455], [-0.4937, 1.7387, 4.3049], [-0.0400, 3.2596, 3.7974], [-2.9282, -2.9724, 2.2627], [-3.6087, -1.7412, 1.5824], [-3.1525, -2.6423, 1.3585], [-0.4286, 1.6128, 0.8327], [-1.8533, 1.6824, 1.5518], [-1.3487, 1.7382, 0.6307], [0.6202, -2.7497, -2.8156], [-0.7325, -2.8924, -3.3147], [0.0180, -2.7256, -3.6447], [2.3561, -2.0778, -3.2910], [2.9487, -0.8341, -2.7324], [2.9637, -1.7585, -2.6616], [1.2756, -3.1837, 3.9661], [1.1650, -1.7519, 4.4528], [1.4281, -2.3597, 3.7998], [-2.7757, -0.0903, 0.4483], [-4.0662, 0.2686, 1.0673], [-3.1223, 0.0635, 1.3062], [-2.6780, 0.8119, -2.5148], [-2.6205, 1.0242, -1.0222], [-3.1760, 1.0251, -1.7845], [-0.7450, 1.1332, -5.0209], [-1.1661, -0.4080, -4.8742], [-1.1959, 0.5633, -4.4792], [-1.8667, -1.5213, -2.7919], [-3.2313, -1.6851, -1.9404], [-2.7512, -1.9588, -2.7820], [-0.7228, 4.4919, 0.2103], [-1.7175, 5.0434, 1.1633], [-0.9713, 4.5365, 1.1003], [0.7169, 3.5604, -2.7087], [-0.4066, 4.4309, -2.0608], [-0.2035, 3.7807, -2.5808], [0.8565, 0.7539, -3.5536], [0.3704, -0.7266, -3.4966], [1.0435, -0.1117, -3.0528]], "gap_ev": 8.50, "lumo_energy_ha": 0.0004, "de_lowest_kj_mol": 812.21, "homo_ev": -8.5, "total_energy_ev": -34414.95864}

***

{"formula": "C6H40O14", "method": "wB97M-V/def2-TZVPD", "elements": ["C", "C", "C", "C", "C", "C", "H", "H", "H", "H", "H", "H", "H", "H", "H", "H", "H", "H", "H", "H", "O", "H", "H", "O", "H", "H", "O", "H", "H", "O", "H", "H", "O", "H", "H", "O", "H", "H", "O", "H", "H", "O", "H", "H", "O", "H", "H", "O", "H", "H", "O", "H", "H", "O", "H", "H", "O", "H", "H", "O"], "xyz": [[-2.8019, -1.3105, 2.8708], [-1.6523, -2.0352, 2.3045], [-0.2286, -1.5403, 2.4886], [0.0729, -0.1668, 1.9944], [1.7462, 1.1705, 3.1286], [1.4285, 0.2755, 2.2250], [-3.8260, -1.9124, 2.9061], [-3.0429, -0.5168, 2.1313], [-2.7170, -1.0958, 3.9059], [-1.8986, -3.1612, 2.5757], [-1.8792, -2.2290, 1.2616], [0.7469, -2.0906, 2.0026], [-0.0963, -1.7807, 3.4708], [-0.7744, 0.3798, 2.6185], [-0.1634, -0.0549, 1.0025], [0.9354, 1.4991, 3.7221], [2.6560, 1.6516, 3.2888], [2.2809, -0.4383, 1.8648], [0.2728, -3.7577, -0.8240], [-0.6254, -2.6635, -0.0215], [0.3143, -3.1038, -0.0218], [-0.1944, -3.2404, -3.1120], [-0.9520, -2.4091, -2.1621], [-0.6300, -3.3988, -2.2890], [0.1211, 1.6430, -2.6429], [0.8339, 0.4604, -1.8517], [-0.0080, 0.8447, -2.0232], [0.1690, 3.5959, -4.1198], [-0.0519, 3.8446, -2.5711], [0.3890, 3.2053, -3.2568], [1.1068, -1.8225, -0.3442], [2.1866, -1.2965, 0.3358], [1.8237, -1.0553, -0.4936], [2.4077, -1.3747, -2.0163], [3.2730, -0.7865, -3.0884], [2.5972, -1.4651, -3.0085], [2.8287, 3.2645, -3.5197], [3.4456, 2.3828, -2.5742], [3.4440, 2.5951, -3.4747], [-0.9259, 4.7743, 2.1410], [-2.2375, 5.2266, 2.0152], [-1.3887, 5.5151, 1.7932], [-0.6816, 5.3157, -0.7926], [-1.1868, 3.9015, -0.8207], [-0.9336, 4.6658, -1.3541], [-0.6441, -0.3784, -4.2689], [0.7324, -0.9505, -3.5990], [0.1539, -0.9794, -4.3276], [-0.9740, 1.8263, 4.6939], [-1.7326, 0.7544, 4.9575], [-0.7930, 1.1503, 5.4083], [-2.7708, 1.3482, 2.2181], [-1.6543, 1.9042, 1.5155], [-2.2371, 2.2236, 2.2372], [0.0149, -5.8347, 0.5898], [1.1867, -5.5778, -0.2652], [0.9972, -6.1703, 0.3756], [-1.0381, -0.6093, -1.8629], [-2.5259, -1.0455, -2.2067], [-1.7284, -1.1656, -1.6432]], "gap_ev": [8.46, 3.87], "multiplicity": 2, "lumo_energy_ha": [-0.1756, -0.3443], "charge": 1, "de_lowest_kj_mol": 628.20, "s2": 0.7550, "homo_ev": [-13.2, -13.2], "total_energy_ev": -35521.58034}

***

Strongest force on any atom? In order: 4.546; 5.137; 2.479; 3.033; 4.027; 5.144; 4.479; 11.211; 6.358 eV Å⁻¹.